112
Properties=species:S:1:pos:R:3:forces:R:3:lowdin_charge:R:1 method="wB97M-V/def2-TZVPD" homo_lumo_gap_ev="5.312 / 5.313" total_charge=+2 energy_ha=-2661.20482 e_lumo_ha="-0.2664 / -0.2663"
La 0.741200 -0.812848 0.220065 0.8293 -0.5640 0.1032 2.21
C -2.205034 6.559141 -1.484374 -0.0163 0.0555 -0.0264 -0.05
C -2.837286 5.210012 -1.138735 0.0602 -0.0532 0.0215 -0.55
C -3.594162 4.696320 -2.371233 0.0052 0.0283 -0.0247 -0.04
C -3.829677 5.404074 0.019638 -0.0092 0.0205 -0.0051 -0.03
C -1.790883 4.186132 -0.694594 0.0903 0.0048 0.0377 -0.12
C -2.117946 2.868418 -0.587577 -0.0361 0.2818 0.0074 0.03
C -1.154007 1.927537 -0.152079 0.1140 -0.4143 0.1876 -0.16
N -1.352160 0.603372 0.054045 -1.1106 0.4442 -0.0243 0.03
C -2.527846 -0.044298 0.211055 0.6270 0.2336 -0.2167 -0.15
C -3.794360 0.551562 0.464546 -0.3242 -0.1382 0.0216 0.05
C -4.899583 -0.234576 0.559978 0.0573 0.0011 -0.0213 -0.12
C -4.739589 -1.653096 0.388296 -0.1079 0.1839 0.0110 0.08
C -3.557752 -2.319047 0.208167 -0.0114 -0.1123 0.0245 -0.07
C -2.398090 -1.503298 0.156514 0.4917 0.0950 -0.0465 -0.23
O -1.196243 -1.978251 0.042868 -0.8750 -0.1743 -0.0216 -0.31
C -3.582918 -3.856284 0.104007 0.0501 0.0893 0.0036 -0.53
C -4.481227 -4.251294 -1.079230 -0.0163 0.0048 -0.0070 -0.03
C -2.211884 -4.504859 -0.119270 0.0092 -0.0809 -0.0095 -0.06
C -4.163260 -4.427926 1.407146 -0.0110 -0.0029 0.0170 -0.03
C -6.292690 0.304553 0.856592 0.0460 -0.0503 0.0024 -0.55
C -6.287732 1.824326 1.005333 -0.0036 0.0465 0.0004 -0.06
C -7.230077 -0.076465 -0.300292 -0.0190 0.0178 -0.0198 -0.03
C -6.808559 -0.323674 2.160551 -0.0161 0.0126 0.0266 -0.03
C 0.222270 2.347178 0.075132 -0.1202 -0.2845 0.0749 -0.25
O 1.085513 1.419672 0.370514 -0.0001 0.7377 -0.0591 -0.32
C 0.558511 3.725731 0.005809 0.0402 -0.0424 -0.0227 -0.07
C -0.453705 4.580272 -0.346598 -0.2959 -0.0028 -0.0848 0.10
C 1.982077 4.206366 0.299858 -0.0284 -0.0514 -0.0111 -0.52
C 2.104374 5.729086 0.201160 -0.0225 0.0115 -0.0006 -0.05
C 2.949360 3.594372 -0.725733 0.0537 0.0054 -0.0244 -0.03
C 2.376217 3.796399 1.726459 0.0171 -0.0300 0.0589 -0.03
H -2.976462 7.228134 -1.866088 0.0118 0.0027 0.0092 0.09
H -1.437759 6.465612 -2.256641 -0.0208 -0.0111 0.0046 0.10
H -1.763495 7.044856 -0.612093 -0.0174 -0.0032 -0.0056 0.09
H -4.311695 5.450785 -2.696342 0.0058 -0.0123 0.0019 0.09
H -4.159718 3.786523 -2.163384 0.0089 0.0077 0.0023 0.07
H -2.914819 4.495819 -3.202387 -0.0033 0.0127 0.0265 0.10
H -4.575414 6.154773 -0.248366 0.0076 -0.0164 0.0019 0.10
H -3.321621 5.740525 0.925908 -0.0028 -0.0053 -0.0192 0.10
H -4.353952 4.472541 0.247969 0.0144 0.0171 0.0029 0.07
H -3.093597 2.522601 -0.886495 -0.0106 0.0163 -0.0388 0.11
H -3.855810 1.610796 0.646952 -0.0113 -0.0059 0.0268 0.10
H -5.641876 -2.250274 0.440508 0.0086 0.0234 0.0134 0.11
H -4.095173 -3.848017 -2.017988 -0.0005 -0.0057 0.0252 0.10
H -5.508110 -3.902034 -0.958987 0.0296 0.0016 0.0116 0.08
H -4.515193 -5.338430 -1.166810 -0.0008 0.0163 0.0070 0.09
H -1.735330 -4.165775 -1.039760 -0.0361 -0.0095 0.0274 0.09
H -2.363783 -5.582815 -0.195868 0.0027 -0.0059 -0.0059 0.09
H -1.527372 -4.321613 0.709124 -0.0544 -0.0146 -0.0245 0.07
H -5.177021 -4.073675 1.601318 0.0189 0.0068 -0.0203 0.08
H -3.543063 -4.159664 2.265726 -0.0065 0.0025 -0.0246 0.09
H -4.203243 -5.516947 1.347457 0.0022 0.0188 -0.0080 0.10
H -5.953903 2.319884 0.088893 -0.0159 -0.0197 0.0173 0.08
H -5.655265 2.154591 1.833365 -0.0158 -0.0222 -0.0114 0.09
H -7.300926 2.169631 1.212099 0.0167 0.0025 -0.0061 0.10
H -6.871645 0.324958 -1.250485 0.0000 0.0027 0.0226 0.10
H -8.224064 0.332876 -0.113272 0.0135 -0.0146 -0.0016 0.10
H -7.339479 -1.157266 -0.405771 0.0100 0.0206 -0.0015 0.08
H -6.154680 -0.083914 3.001569 -0.0047 0.0021 -0.0217 0.10
H -6.889462 -1.410087 2.089188 0.0087 0.0223 0.0041 0.08
H -7.803960 0.062438 2.385595 0.0138 -0.0100 -0.0080 0.10
H -0.223348 5.633453 -0.403272 -0.0058 -0.0202 -0.0080 0.10
H 1.855722 6.101946 -0.795049 0.0055 -0.0235 0.0162 0.09
H 3.138996 6.009303 0.402779 -0.0124 0.0010 -0.0015 0.09
H 1.479409 6.244988 0.934044 -0.0072 -0.0401 -0.0176 0.10
H 2.722225 3.961113 -1.729399 0.0090 -0.0177 0.0108 0.10
H 2.902964 2.505949 -0.732118 -0.0081 0.0209 0.0190 0.06
H 3.975811 3.884756 -0.485688 -0.0330 0.0000 0.0017 0.09
H 1.680542 4.223364 2.452350 0.0209 -0.0032 -0.0024 0.10
H 3.374149 4.176487 1.955311 -0.0208 0.0000 -0.0190 0.09
H 2.389501 2.713648 1.851229 0.0013 0.0655 -0.0148 0.06
N 3.250823 -8.096704 -0.617843 0.0087 0.0540 0.0350 0.19
C 2.806378 -7.470268 0.494404 -0.0098 0.0140 -0.0199 -0.49
O 2.762574 -7.990123 1.585750 0.0228 -0.0196 0.0234 0.09
C 2.350083 -6.027827 0.348794 0.0515 -0.1383 -0.0793 -0.09
C 1.728702 -5.464598 1.452592 -0.0417 0.0131 0.0027 0.03
C 1.296933 -4.156686 1.374467 -0.0284 0.0164 0.0398 -0.12
N 1.471069 -3.388642 0.293358 -0.0465 -0.2888 0.0518 -0.10
C 2.067944 -3.939281 -0.765568 0.0673 0.0037 0.0289 -0.14
C 2.517908 -5.245701 -0.785991 -0.0132 0.0039 -0.0315 0.02
H 3.521964 -9.062701 -0.529056 -0.0065 0.0001 0.0005 0.13
H 3.194110 -7.701454 -1.537042 -0.0307 -0.0142 -0.0006 0.09
H 1.591183 -6.058551 2.345277 0.0049 0.0028 -0.0021 0.13
H 0.784039 -3.706151 2.218920 0.0069 0.0088 -0.0021 0.12
H 2.207786 -3.308769 -1.638556 0.0202 0.0166 0.0219 0.11
H 2.999182 -5.612091 -1.682365 0.0079 -0.0111 0.0217 0.12
N 3.217122 -0.960434 0.300337 0.7374 -0.0468 0.1070 -0.52
S 4.314941 -0.421922 -0.744802 -0.1689 0.3675 -0.2141 1.04
C 5.284815 0.860595 0.024012 0.0561 -0.0766 0.0479 -0.42
C 5.054229 1.216496 1.339286 0.0496 0.1134 -0.0097 -0.09
C 5.824728 2.231021 1.898198 -0.0415 -0.0295 0.0087 -0.06
C 6.794634 2.867717 1.139669 -0.0068 -0.0081 -0.0285 -0.05
C 7.001285 2.505175 -0.188267 -0.0081 -0.0064 0.0229 -0.05
C 6.243877 1.495556 -0.756733 0.0078 0.0137 0.0105 -0.07
C 5.523490 -1.693487 -0.970699 -0.0068 -0.0464 0.0229 -0.41
C 6.356196 -2.077223 0.074414 0.0705 -0.0620 -0.0694 -0.06
C 7.228307 -3.132729 -0.129904 0.0193 -0.0090 0.0031 -0.04
C 7.270183 -3.778387 -1.363319 -0.0117 0.0111 0.0278 -0.05
C 6.444083 -3.372865 -2.400880 -0.0176 0.0236 0.0025 -0.06
C 5.555388 -2.322236 -2.206677 0.0610 -0.0638 -0.0076 -0.09
H 3.698759 -1.409904 1.081494 -0.1045 -0.1045 -0.0245 0.02
H 4.273107 0.733438 1.911532 0.0189 -0.0009 0.0033 0.10
H 5.660693 2.524128 2.926736 0.0055 -0.0092 -0.0047 0.12
H 7.393396 3.653917 1.579514 -0.0091 0.0013 0.0040 0.12
H 7.753505 3.009705 -0.779442 -0.0025 -0.0045 0.0076 0.12
H 6.404134 1.206596 -1.789443 -0.0163 -0.0088 0.0232 0.12
H 6.347973 -1.547960 1.020657 -0.0309 -0.0047 -0.0195 0.12
H 7.889310 -3.444269 0.667726 -0.0021 -0.0052 -0.0122 0.12
H 7.963146 -4.595240 -1.516857 -0.0006 0.0194 0.0074 0.12
H 6.498172 -3.861827 -3.364386 -0.0004 -0.0012 0.0108 0.12
H 4.912916 -1.986815 -3.012396 -0.0007 0.0012 0.0255 0.11



9
Properties=species:S:1:pos:R:3:forces:R:3:lowdin_charge:R:1 method="wB97M-V/def2-TZVPD" homo_lumo_gap_ev=7.936 total_charge=0 energy_ha=-7987.31560 e_lumo_ha=-0.0147
C -0.736380 -1.183528 1.279442 -1.4812 1.9112 -1.1586 -0.30
C 0.754956 -0.134681 -0.378021 -3.5141 6.1544 -1.6262 -0.74
C 0.055929 1.298031 -0.860307 3.1844 -6.6904 2.1140 -1.21
O -1.812165 -0.769314 0.915412 1.7728 -1.4928 0.7905 0.03
O 0.470501 -0.866976 0.759861 1.4490 1.1450 -2.0375 -0.09
Br 2.312021 -0.636261 -1.273011 -0.2031 -0.2513 0.4109 0.76
Br 0.805412 2.065146 -2.385953 -0.3115 0.1329 0.1448 0.65
Br -1.509723 1.974193 -0.147877 0.2428 0.2141 -0.0405 0.76
H -0.340552 -1.746610 2.090454 -1.1392 -1.1231 1.4025 0.14